(i)
The following is a DFT calculation (ωB97M-V/def2-TZVPD) of a molecular structure, C7H12.

Positions of all 19 atoms, in Å:
1 C -2.27 0.58 -0.04
2 C -1.34 -0.26 -0.96
3 C -0.03 -0.64 -0.35
4 C 0.37 -0.76 0.98
5 C 0.34 0.36 2.02
6 C 2.03 0.70 -1.15
7 C 1.33 -0.42 -0.74
8 H -1.76 1.51 0.22
9 H -3.14 0.83 -0.65
10 H -2.53 0.06 0.89
11 H -1.78 -1.08 -1.53
12 H -1.12 0.47 -1.76
13 H 0.90 -1.66 1.28
14 H 0.92 0.14 2.92
15 H 0.55 1.34 1.61
16 H -0.71 0.39 2.35
17 H 1.54 1.59 -1.55
18 H 2.98 0.49 -1.64
19 H 1.92 -1.33 -0.91

The HOMO energy comes out at -6.97 eV.

Results of the Löwdin charge analysis, in e, for atoms 1 through 6: number 1, C, carries -0.0978; number 2, C, carries -0.1921; number 3, C, carries -0.2544; number 4, C, carries -0.0834; number 5, C, carries -0.0648; number 6, C, carries -0.0139



(ii)
The following is a DFT calculation (ωB97M-V/def2-TZVPD) of 3 unconnected molecules or ions with the total composition C7H12.

Positions of all 19 atoms, in Å:
1 C 0.58 -1.44 -1.88
2 C 0.11 -1.06 -0.54
3 C 0.82 -0.15 0.26
4 C -0.10 0.47 1.28
5 C -0.01 1.99 1.36
6 C -1.45 -0.03 0.82
7 C -1.34 -0.88 -0.21
8 H 0.91 0.34 -2.11
9 H 1.64 -1.65 -1.99
10 H -0.08 -2.02 -2.52
11 H 0.45 -2.20 -0.51
12 H 1.90 -0.18 0.40
13 H 0.97 0.75 -1.37
14 H 0.10 0.07 2.29
15 H -0.22 2.43 0.37
16 H 1.00 2.31 1.65
17 H -0.72 2.40 2.08
18 H -2.39 0.28 1.28
19 H -2.14 -1.38 -0.73

The HOMO energy comes out at -7.46 eV.

Results of the Löwdin charge analysis, in e, for atoms 1 through 6: number 1, C, carries -0.0359; number 2, C, carries -0.5363; number 3, C, carries -0.1028; number 4, C, carries -0.3747; number 5, C, carries -0.0742; number 6, C, carries -0.0555



(iii)
The following is a DFT calculation (ωB97M-V/def2-TZVPD) of C7H12 in the gas phase.

Positions of all 19 atoms, in Å:
1 C 1.24 0.07 1.82
2 C 0.17 0.43 1.12
3 C -0.79 1.53 1.45
4 C -0.18 -0.13 -0.25
5 C -1.64 -0.42 -0.52
6 C 0.80 -0.70 -0.98
7 C 0.66 -0.79 -2.47
8 H 1.63 -0.91 1.58
9 H 1.72 0.67 2.58
10 H -0.34 2.35 2.04
11 H -1.15 2.07 0.57
12 H -1.65 1.25 2.06
13 H -1.74 -1.14 -1.33
14 H -2.09 -0.93 0.34
15 H -2.20 0.48 -0.77
16 H 1.58 -1.30 -0.54
17 H -0.31 -0.45 -2.82
18 H 1.35 -0.04 -2.88
19 H 1.06 -1.71 -2.90

As for the SMILES: C=C(C)/C(C)=C/C. The HOMO energy comes out at -7.95 eV.

Results of the Löwdin charge analysis, in e, for atoms 1 through 6: number 1, C, carries 0.0367; number 2, C, carries -0.3304; number 3, C, carries -0.0788; number 4, C, carries -0.2644; number 5, C, carries -0.0605; number 6, C, carries -0.1153



(iv)
The following is a DFT calculation (ωB97M-V/def2-TZVPD) of 2 unconnected molecules or ions with the total composition C7H12.

Positions of all 19 atoms, in Å:
1 C 1.73 -0.21 -0.91
2 C 0.51 0.60 -0.49
3 C 0.35 0.67 1.05
4 C -0.91 1.53 1.28
5 C -1.67 0.38 0.64
6 C -0.58 -0.60 0.96
7 C -0.80 -0.19 -0.47
8 H 1.74 -0.43 -1.98
9 H 1.78 -1.16 -0.37
10 H 2.65 0.35 -0.68
11 H 0.50 1.57 -1.01
12 H 1.23 0.78 1.68
13 H -0.94 2.52 0.79
14 H -1.15 1.63 2.34
15 H -2.74 0.20 0.66
16 H -0.60 -1.56 1.45
17 H -1.25 -0.77 -1.27
18 H 0.26 -2.37 -1.70
19 H -0.10 -2.96 -1.96

As for the SMILES: C[C@@H]1[C@H]2C[C@@H]3[C@H]2[C@H]13.[H][H]. The HOMO energy comes out at -9.40 eV.

Results of the Löwdin charge analysis, in e, for atoms 1 through 6: number 1, C, carries -0.0889; number 2, C, carries -0.2980; number 3, C, carries -0.1847; number 4, C, carries -0.1048; number 5, C, carries -0.1784; number 6, C, carries -0.1247



Energies relative to the most stable structure are (i) 2.289; (ii) 2.982; (iii) 0.000; (iv) 0.958, reported in eV.



(i)
The following is a DFT calculation (ωB97M-V/def2-TZVPD) of 2 unconnected molecules or ions with the total composition C7H12.

Positions of all 19 atoms, in Å:
1 C -1.66 -0.36 -0.87
2 C -0.50 -0.66 -1.48
3 C 0.84 -0.12 -1.24
4 C 1.17 1.07 -0.72
5 C 0.25 2.03 -0.04
6 H -1.72 0.31 -0.02
7 H -2.58 -0.82 -1.20
8 H -0.54 -1.38 -2.29
9 H 1.66 -0.75 -1.60
10 H 2.21 1.36 -0.79
11 H 0.77 2.96 0.22
12 H -0.63 2.28 -0.65
13 H -0.13 1.59 0.89
14 C 0.77 -1.35 1.45
15 C -0.48 -1.17 1.84
16 H 1.05 -2.19 0.82
17 H 1.57 -0.65 1.70
18 H -1.27 -1.85 1.55
19 H -0.78 -0.30 2.43

As for the SMILES: C=C/C=C\C.C=C. The HOMO energy comes out at -8.73 eV.

Results of the Löwdin charge analysis, in e, for atoms 1 through 6: number 1, C, carries -0.0088; number 2, C, carries -0.1811; number 3, C, carries -0.1685; number 4, C, carries -0.1592; number 5, C, carries -0.1015; number 6, H, carries 0.0399



(ii)
The following is a DFT calculation (ωB97M-V/def2-TZVPD) of C7H12 in the gas phase.

Positions of all 19 atoms, in Å:
1 C -2.06 0.05 0.65
2 C -0.95 1.10 0.53
3 C 0.50 0.57 0.58
4 C 0.78 -0.96 0.73
5 C 1.52 -0.95 -0.60
6 C 0.67 -0.38 -1.70
7 C 1.32 0.55 -0.72
8 H -3.04 0.54 0.69
9 H -1.95 -0.54 1.56
10 H -2.08 -0.65 -0.20
11 H -1.08 1.65 -0.41
12 H -1.09 1.83 1.33
13 H 1.05 1.11 1.36
14 H -0.09 -1.63 0.81
15 H 1.45 -1.16 1.57
16 H 2.41 -1.54 -0.82
17 H 1.12 -0.41 -2.69
18 H -0.41 -0.51 -1.70
19 H 2.04 1.30 -1.02

As for the SMILES: CC[C@H]1C[C@H]2C[C@@H]12. The HOMO energy comes out at -9.49 eV.

Results of the Löwdin charge analysis, in e, for atoms 1 through 6: number 1, C, carries -0.1212; number 2, C, carries -0.2142; number 3, C, carries -0.2573; number 4, C, carries -0.1102; number 5, C, carries -0.2139; number 6, C, carries -0.0857



(iii)
The following is a DFT calculation (ωB97M-V/def2-TZVPD) of C7H12 in the gas phase.

Positions of all 19 atoms, in Å:
1 C 3.40 -0.77 0.92
2 C 2.26 -1.04 -0.04
3 C 1.43 -0.14 -0.48
4 C 0.54 0.74 -0.88
5 C -0.76 0.99 -0.14
6 C -1.86 0.02 -0.58
7 C -3.17 0.23 0.18
8 H 3.55 0.30 1.06
9 H 4.33 -1.21 0.55
10 H 3.18 -1.22 1.90
11 H 2.12 -2.07 -0.36
12 H 0.70 1.28 -1.81
13 H -0.60 0.89 0.94
14 H -1.09 2.02 -0.32
15 H -1.49 -1.00 -0.42
16 H -2.03 0.12 -1.66
17 H -3.01 0.11 1.26
18 H -3.57 1.24 0.01
19 H -3.93 -0.49 -0.13

As for the SMILES: CC=C=CCCC. The HOMO energy comes out at -9.25 eV.

Results of the Löwdin charge analysis, in e, for atoms 1 through 6: number 1, C, carries -0.1105; number 2, C, carries -0.1644; number 3, C, carries -0.0514; number 4, C, carries -0.1160; number 5, C, carries -0.2277; number 6, C, carries -0.2783



(iv)
The following is a DFT calculation (ωB97M-V/def2-TZVPD) of C7H12 in the gas phase.

Positions of all 19 atoms, in Å:
1 C 3.94 -0.17 1.42
2 C 2.71 -0.24 0.62
3 C 1.70 -0.31 -0.04
4 C 0.45 -0.44 -0.81
5 C -0.74 0.32 -0.20
6 C -2.06 -0.13 -0.82
7 C -3.28 0.53 -0.19
8 H 3.82 0.48 2.29
9 H 4.78 0.22 0.83
10 H 4.23 -1.16 1.79
11 H 0.17 -1.50 -0.88
12 H 0.61 -0.10 -1.84
13 H -0.76 0.15 0.88
14 H -0.60 1.40 -0.34
15 H -2.14 -1.22 -0.71
16 H -2.04 0.07 -1.91
17 H -3.32 0.32 0.88
18 H -3.25 1.62 -0.32
19 H -4.21 0.17 -0.65

As for the SMILES: CC#CCCCC. The HOMO energy comes out at -9.35 eV.

Results of the Löwdin charge analysis, in e, for atoms 1 through 6: number 1, C, carries -0.1163; number 2, C, carries -0.0866; number 3, C, carries -0.0452; number 4, C, carries -0.2240; number 5, C, carries -0.2348; number 6, C, carries -0.2873



Energies relative to the most stable structure are (i) 0.928; (ii) 0.231; (iii) 0.057; (iv) 0.000, reported in eV.



(i)
The following is a DFT calculation (ωB97M-V/def2-TZVPD) of C7H12 in the gas phase.

Positions of all 19 atoms, in Å:
1 C -2.19 0.40 0.06
2 C -1.52 -0.34 -0.82
3 C -0.07 -0.19 -1.21
4 C 0.61 1.10 -0.73
5 C 1.04 0.83 0.74
6 C 0.81 -0.68 0.97
7 C 0.73 -1.27 -0.45
8 H -1.75 1.26 0.55
9 H -3.22 0.16 0.33
10 H -2.02 -1.20 -1.27
11 H 0.02 -0.32 -2.29
12 H 1.50 1.27 -1.35
13 H -0.02 1.98 -0.84
14 H 2.09 1.09 0.89
15 H 0.46 1.43 1.45
16 H -0.14 -0.85 1.47
17 H 1.60 -1.14 1.58
18 H 1.73 -1.36 -0.89
19 H 0.26 -2.26 -0.48

As for the SMILES: C=CC1CCCC1. The HOMO energy comes out at -9.59 eV.

Results of the Löwdin charge analysis, in e, for atoms 1 through 6: number 1, C, carries 0.0109; number 2, C, carries -0.1510; number 3, C, carries -0.3335; number 4, C, carries -0.1673; number 5, C, carries -0.1840; number 6, C, carries -0.1941



(ii)
The following is a DFT calculation (ωB97M-V/def2-TZVPD) of C7H12 in the gas phase.

Positions of all 19 atoms, in Å:
1 C -2.32 -0.48 -0.08
2 C -1.22 0.59 -0.01
3 C -0.48 0.77 -1.32
4 C 0.84 0.65 -1.18
5 C 1.26 0.38 0.25
6 C 2.19 -0.82 0.42
7 C -0.09 0.18 0.97
8 H -1.90 -1.43 -0.43
9 H -2.76 -0.65 0.91
10 H -3.13 -0.20 -0.76
11 H -1.68 1.54 0.29
12 H -0.99 0.99 -2.25
13 H 1.57 0.75 -1.98
14 H 1.78 1.27 0.64
15 H 1.71 -1.72 0.02
16 H 2.41 -0.99 1.48
17 H 3.14 -0.68 -0.11
18 H -0.14 0.74 1.91
19 H -0.20 -0.88 1.23

As for the SMILES: C[C@@H]1C=C[C@H](C)C1. The HOMO energy comes out at -9.12 eV.

Results of the Löwdin charge analysis, in e, for atoms 1 through 6: number 1, C, carries -0.0837; number 2, C, carries -0.3632; number 3, C, carries -0.0691; number 4, C, carries -0.0680; number 5, C, carries -0.3682; number 6, C, carries -0.0836



(iii)
The following is a DFT calculation (ωB97M-V/def2-TZVPD) of a molecular structure, C7H12.

Positions of all 19 atoms, in Å:
1 C -2.82 -0.04 0.27
2 C -1.47 -0.32 -0.37
3 C -0.50 0.85 -0.23
4 C 0.83 0.63 -0.91
5 C 2.06 1.31 -0.35
6 C 2.19 -0.01 -0.19
7 C 2.67 -0.95 0.88
8 H -2.71 0.18 1.34
9 H -3.30 0.83 -0.19
10 H -3.50 -0.89 0.17
11 H -1.02 -1.22 0.08
12 H -1.61 -0.56 -1.44
13 H -0.33 1.09 0.83
14 H -0.95 1.76 -0.68
15 H 1.30 -0.66 -0.81
16 H 0.77 0.48 -1.99
17 H 3.46 -0.40 1.41
18 H 3.08 -1.88 0.49
19 H 1.89 -1.19 1.61

The HOMO energy comes out at -8.77 eV.

Results of the Löwdin charge analysis, in e, for atoms 1 through 6: number 1, C, carries -0.1187; number 2, C, carries -0.2768; number 3, C, carries -0.1986; number 4, C, carries -0.2824; number 5, C, carries 0.0315; number 6, C, carries -0.3119



(iv)
The following is a DFT calculation (ωB97M-V/def2-TZVPD) of C7H12 in the gas phase.

Positions of all 19 atoms, in Å:
1 C -3.58 1.74 0.75
2 C -2.13 1.53 0.73
3 C -0.94 1.34 0.70
4 C 0.47 0.96 0.58
5 C 0.59 -0.39 -0.15
6 C 2.03 -0.85 -0.40
7 C 2.06 -2.21 -1.09
8 H -4.09 0.87 0.34
9 H -3.86 2.61 0.14
10 H -3.94 1.91 1.76
11 H 0.94 0.90 1.57
12 H 1.02 1.73 0.02
13 H 0.06 -1.15 0.44
14 H 0.06 -0.31 -1.11
15 H 2.57 -0.90 0.55
16 H 2.54 -0.10 -1.02
17 H 1.66 -2.99 -0.43
18 H 1.45 -2.20 -2.00
19 H 3.08 -2.50 -1.37

As for the SMILES: CC#CCCCC. The HOMO energy comes out at -9.33 eV.

Results of the Löwdin charge analysis, in e, for atoms 1 through 6: number 1, C, carries -0.1150; number 2, C, carries -0.0867; number 3, C, carries -0.0532; number 4, C, carries -0.2203; number 5, C, carries -0.2414; number 6, C, carries -0.2817



Energies relative to the most stable structure are (i) 0.219; (ii) 0.000; (iii) 4.851; (iv) 1.159, reported in eV.